No. 1
Below is 17 unconnected molecules or ions with the total composition C3H40ClNO17, with properties calculated with wB97M-V/def2-TZVPD.

## Properties
Kohn-Sham gap ... 9.34 eV
E_HOMO ... -9.503 eV
Largest force on an atom ... 0.0191 Eh/bohr
DFT total energy ... -1932.27111 Ha
E_LUMO ... -0.16 eV
M ... 397.80 u

```
62
C3H40ClNO17 (wB97M-V/def2-TZVPD)
Cl -2.53412 0.41407 1.68698
O 1.95168 5.84393 -4.75114
O -0.96532 1.00968 -0.42026
O -2.71882 -2.77180 -0.37391
O -7.31161 3.75964 4.40842
O 4.99778 -8.58565 2.51848
O -5.39942 -1.95878 0.95859
O 0.41780 -5.58836 2.17251
O 4.15170 3.16528 1.13514
O -0.03615 -4.72130 -0.71189
O 3.22693 -6.06684 2.30162
O -5.23722 2.40124 2.74809
O 8.04142 -7.17889 2.35872
O 0.61798 3.92189 -2.59907
O -0.18230 -0.22361 4.32707
O 2.08654 8.62976 -6.34972
O -0.98247 3.57062 -5.14454
O -2.22931 -0.04459 -3.14856
N 1.60852 0.52148 0.48293
C 0.85117 1.60373 1.10371
C -2.27072 0.73604 -0.09070
C -0.34393 2.10943 0.27186
H -6.55305 3.29338 4.02994
H -0.55300 -0.25969 5.21498
H 2.20482 7.71527 -6.06844
H -1.05381 2.68955 0.85999
H -1.88353 -3.19224 -0.61239
H 3.69561 -6.80804 2.70641
H 0.55953 1.32555 2.11615
H -2.54532 -0.18437 -0.60114
H -2.46522 -2.12812 0.29660
H -4.56223 -2.37133 0.71268
H 7.86530 -6.56832 1.63580
H 2.20062 6.51580 -4.10524
H 0.60814 3.39830 -3.40822
H -0.92227 0.02005 3.76106
H 5.45986 -9.32052 2.93739
H -2.97472 1.50293 -0.42130
H -0.73394 4.41035 -5.54788
H 2.82165 -6.44358 1.51365
H 1.25869 -5.18926 2.43818
H 1.55803 0.57167 -0.52583
H 7.16650 -7.47017 2.63884
H 0.42437 -5.46161 -0.29854
H 3.65128 2.38180 0.87270
H -0.10422 -4.85684 1.82300
H -2.68167 0.47257 -3.82297
H 1.25662 -0.37786 0.77928
H -0.44862 -5.09895 -1.49659
H 0.34701 4.79555 -2.89619
H 2.78425 5.42022 -4.98868
H -4.46351 1.93322 2.41219
H -7.52737 4.44702 3.77126
H 1.53817 2.44563 1.22768
H 4.60462 -8.97162 1.72796
H -1.93320 3.50790 -5.28217
H -1.72261 0.60572 -2.64594
H 4.34576 3.61212 0.30495
H -5.16202 -1.31954 1.63856
H 1.57326 8.56985 -7.16158
H 0.05515 2.77739 -0.49527
H -5.42908 3.06322 2.07479
```

No. 2
Below is a molecular structure, C3H41BeO18 in a non-equilibrium geometry, with properties calculated with wB97M-V/def2-TZVPD.

## Properties
Kohn-Sham gap ... 8.99 eV
E_HOMO ... -12.175 eV
Largest force on an atom ... 0.1014 Eh/bohr
DFT total energy ... -1507.87412 Ha
E_LUMO ... -3.18 eV
Charge ... +1
M ... 374.35 u

```
63
C3H41BeO18 (wB97M-V/def2-TZVPD)
O 3.96205 -0.67491 -2.83729
O -2.20277 0.73344 -1.90717
O 0.02327 0.30168 -3.31008
O 2.90018 1.79752 -1.56803
O -2.36575 0.82228 3.28280
O 3.13851 1.80698 1.36429
O 0.00858 0.62473 -0.46388
O 0.43850 -1.11382 3.70667
O 0.40940 1.44701 2.48337
O 3.21998 -0.76140 2.71237
O -3.59983 -1.95046 -2.14153
O -2.47494 -1.92158 3.56750
O -0.30977 2.71919 -1.91716
O -1.87584 2.42097 0.69658
O -3.82430 -1.93273 1.25120
O -3.77397 0.44620 0.24918
O 3.98547 -0.93784 -0.05378
O 2.21097 0.09929 -4.73182
C 1.02591 -1.47625 -0.99269
C -0.87189 -1.28369 0.54023
C 0.42121 -0.59794 0.09034
Be -0.47234 1.10736 -1.83243
H -3.34261 -2.34584 -3.00269
H -3.30689 1.11192 0.73435
H 0.51105 1.65453 1.57701
H -0.55113 3.52680 -2.22218
H -2.74843 0.65049 -2.70161
H 3.41160 -0.28766 -0.45230
H 2.83614 -0.35204 -4.26856
H 0.21072 2.92754 -1.08889
H 2.98949 1.01648 1.84742
H -3.69268 -0.99361 0.99228
H 0.51853 -1.15168 4.66441
H -0.37340 -1.50955 3.41970
H 1.68760 -0.85072 -1.65675
H 2.32542 -1.07984 2.65938
H 0.28118 -1.81587 -1.71051
H -0.50444 -0.38540 -3.79606
H -4.50547 -2.34540 0.73097
H 3.37155 -0.88673 3.60424
H -2.43164 -1.04918 3.27582
H 4.73702 -0.30192 -3.23361
H -2.69181 0.40881 -1.11195
H -1.50800 0.93603 2.84679
H 3.28097 1.89265 -0.73527
H -1.38714 -0.73418 1.41940
H -2.91970 1.53121 2.95034
H -1.48144 3.13116 1.17644
H 1.58239 -2.30160 -0.46952
H 0.81263 0.19988 -3.88266
H -1.59424 -1.37805 -0.25181
H 2.30971 1.01501 -4.37250
H 3.18746 2.45497 2.09213
H 4.18579 -1.11224 -2.07220
H -0.70573 -2.32999 0.90102
H -3.25315 -2.36382 -1.38836
H 3.51517 -1.07458 0.77589
H -2.43949 2.91778 0.14743
H 0.52602 0.52654 2.66651
H -4.73118 0.65151 0.16928
H 1.16386 -0.49679 0.88199
H 3.51561 1.27490 -2.06615
H -2.76391 -2.35755 2.76210
```

No. 3
Below is a molecular structure, C3H4AgLiO4 in a non-equilibrium geometry, with properties calculated with wB97M-V/def2-TZVPD.

## Properties
Kohn-Sham gap (spin up / spin down) ... 7.74 / 5.40 eV
E_HOMO (spin up / spin down) ... -13.503 / -13.357 eV
ΔE to the lowest compared entry with this formula, charge and spin ... 75.3 kcal per mole
Largest force on an atom ... 0.1282 Eh/bohr
DFT total energy ... -571.77788 Ha
E_LUMO (spin up / spin down) ... -5.76 / -7.96 eV
Charge ... +1
Multiplicity ... 2
M ... 218.87 u
⟨S²⟩ ... 0.7606

```
13
C3H4AgLiO4 (wB97M-V/def2-TZVPD)
Ag -1.54641 0.87886 2.82688
O -1.93824 0.09614 0.98596
O 0.48963 -1.25336 0.63300
O -0.74016 0.69523 -0.75964
O -0.91217 1.94451 1.23900
C -0.89928 0.69762 0.63145
C 1.08328 -0.93295 -0.63174
C 0.63237 0.48207 -1.05408
Li -1.18027 -1.81536 0.76163
H 0.77281 -1.65935 -1.38314
H 2.17082 -0.98323 -0.56590
H 0.81648 0.61374 -2.12017
H 1.25114 1.23607 -0.56324
```